Molecular formula: C2H3BrINO
Method: DFT, ωB97M-V/def2-TZVPD

Structure (XYZ):
```
9
Properties=species:S:1:pos:R:3:forces:R:3:mulliken_charge:R:1
C -0.312781 -0.563014 0.195470 1.925 -3.219 0.479 0.814
H 0.889733 0.869812 -1.042461 -0.704 -2.169 -0.308 0.244
N -0.600427 0.509436 0.990212 -0.871 -1.173 1.234 -0.349
Br -1.424593 0.084659 2.566950 -0.212 -0.008 0.517 0.058
O -0.600770 -1.713603 0.566600 0.239 1.941 -1.453 -0.537
C 0.653641 -0.259106 -0.960978 1.404 0.988 0.581 -0.787
H 1.685506 -0.732637 -0.800501 -1.688 0.284 0.170 0.243
I -0.520670 2.517609 0.325567 -0.074 3.186 -0.658 0.065
H 0.230361 -0.713156 -1.840858 -0.018 0.171 -0.563 0.251
```
Positions in Å, forces in eV/Å.

Calculated values
- Lowest unoccupied orbital energy (alpha / beta): 0.23 / -3.49 eV
- Total charge: 0
- Kohn-Sham gap (alpha / beta): 0.283 / 0.228 hartree
- 2S+1: 3
- ΔE to the lowest compared entry with this formula, charge and spin: 44.5 kJ/mol

Molecular formula: C2H3BrNO
Method: DFT, ωB97M-V/def2-TZVPD

Structure (XYZ):
```
8
Properties=species:S:1:pos:R:3:forces:R:3:mulliken_charge:R:1
N 1.030297 -0.720649 -0.043469 -2.034 1.346 -0.395 0.431
C -0.219855 -0.512631 -0.197280 1.227 0.043 0.730 -0.089
Br -3.691310 0.229324 -0.032350 0.097 -0.053 0.049 -0.922
H 0.505895 1.270411 1.031368 0.728 -1.337 -1.755 0.158
O 1.991753 -1.458707 0.027523 1.489 -1.186 0.355 -0.732
H -1.165363 -0.917921 0.089000 -0.731 -0.260 -0.516 0.199
C 0.626413 0.686729 0.017833 -0.040 3.267 -0.479 -0.195
H 0.922168 1.423442 -0.892625 -0.736 -1.819 2.011 0.149
```
Positions in Å, forces in eV/Å.

Calculated values
- Lowest unoccupied orbital energy: 3.97 eV
- Total charge: -1
- Kohn-Sham gap: 0.290 hartree
- ΔE to the lowest compared entry with this formula, charge and spin: 158.8 kJ/mol

Molecular formula: C2H3BrNO
Method: DFT, ωB97M-V/def2-TZVPD

Structure (XYZ):
```
8
Properties=species:S:1:pos:R:3:forces:R:3:mulliken_charge:R:1
H -1.338569 1.217112 0.619344 0.343 0.002 0.042 0.205
H -1.331795 0.991540 -1.191226 0.124 -0.234 -0.113 0.205
C -0.937149 0.668221 -0.231870 -0.159 -0.552 0.694 -0.143
C 0.377287 -0.058459 -0.156565 9.981 2.987 -0.604 -0.094
H 1.596496 -0.208269 0.275951 -2.821 1.044 -0.581 -0.061
O -1.289455 -1.815766 0.126156 -0.487 -2.081 0.220 -0.594
Br 3.597086 -0.041130 0.603196 0.374 -0.057 0.113 -0.852
N -0.673899 -0.753250 -0.044987 -7.354 -1.108 0.230 0.332
```
Positions in Å, forces in eV/Å.

Calculated values
- Lowest unoccupied orbital energy (alpha / beta): 3.93 / 1.98 eV
- Total charge: -1
- Kohn-Sham gap (alpha / beta): 0.214 / 0.221 hartree
- 2S+1: 3

Number 2 is which compound? C2H3BrNO

What did the third record say?
Molecular formula: C2H3BrNO
Method: DFT, ωB97M-V/def2-TZVPD

Structure (XYZ):
```
8
Properties=species:S:1:pos:R:3:forces:R:3:mulliken_charge:R:1
H -1.338569 1.217112 0.619344 0.343 0.002 0.042 0.205
H -1.331795 0.991540 -1.191226 0.124 -0.234 -0.113 0.205
C -0.937149 0.668221 -0.231870 -0.159 -0.552 0.694 -0.143
C 0.377287 -0.058459 -0.156565 9.981 2.987 -0.604 -0.094
H 1.596496 -0.208269 0.275951 -2.821 1.044 -0.581 -0.061
O -1.289455 -1.815766 0.126156 -0.487 -2.081 0.220 -0.594
Br 3.597086 -0.041130 0.603196 0.374 -0.057 0.113 -0.852
N -0.673899 -0.753250 -0.044987 -7.354 -1.108 0.230 0.332
```
Positions in Å, forces in eV/Å.

Calculated values
- Lowest unoccupied orbital energy (alpha / beta): 3.93 / 1.98 eV
- Total charge: -1
- Kohn-Sham gap (alpha / beta): 0.214 / 0.221 hartree
- 2S+1: 3